Model P:
# C6H12N

A gas-phase ion, C6H12N (charge +1) (the ωB97M-V functional and the def2-TZVPD basis, OMol25).

Cartesian coordinates (Å):
C1 -0.10065 3.28110 -2.07996
N1 -0.31315 2.90600 -0.88382
C2 0.07341 1.45509 -0.64081
C3 0.16832 0.60866 0.34492
C4 0.56162 -0.87429 0.15327
C5 -0.16740 -1.47660 1.34002
C6 -0.31971 -3.04074 1.07528
H1 0.22233 2.65029 -3.02964
H2 -0.11495 4.25216 -2.67117
H3 -0.68379 3.44808 -0.19483
H4 0.23507 1.13433 -1.62584
H5 -0.03599 0.77625 1.41625
H6 0.69546 -1.52770 -0.67825
H7 1.57756 -0.97836 0.51272
H8 0.45372 -1.35016 2.34883
H9 -1.09726 -0.94775 1.59495
H10 -0.66685 -3.10469 0.14771
H11 -1.06690 -3.68182 1.74972
H12 0.57915 -3.52986 1.12067

Structure (SMILES): C=[NH+]/C=C/CCC
Highest occupied orbital energy (Eh): -0.51537
Net charge: +1



Model Q:
# C6H12N

A molecular structure, C6H12N (the ωB97M-V functional and the def2-TZVPD basis, OMol25).

Cartesian coordinates (Å):
C1 -0.33748 2.02138 -0.10425
C2 0.02677 0.77442 0.04831
C3 -1.99558 -0.57732 0.77105
C4 -2.09271 -0.46702 -0.69390
C5 2.25899 -0.91338 -0.36268
C6 1.83928 0.23204 0.50498
N1 -0.78419 -0.40035 -0.03239
H1 -1.34682 2.32789 -0.34296
H2 0.37843 2.81601 -0.00330
H3 -2.27128 0.27574 1.37815
H4 -2.12212 -1.53347 1.26090
H5 -2.27935 -1.34460 -1.29621
H6 -2.44315 0.45805 -1.12783
H7 3.33853 -1.02916 -0.25321
H8 2.06335 -0.71718 -1.41576
H9 1.81120 -1.86174 -0.06640
H10 1.75585 0.01524 1.55993
H11 2.38446 1.14477 0.31874
H12 -0.18417 -1.22130 -0.14317

Highest occupied orbital energy (Eh): -0.53749
Net charge: +1



Model R:
# C6H12N

A gas-phase ion, C6H12N (charge +1) (the ωB97M-V functional and the def2-TZVPD basis, OMol25).

Cartesian coordinates (Å):
C1 3.32822 0.76310 -0.92410
N1 2.13526 0.38195 -1.13992
C2 1.33197 -0.36784 -0.18959
C3 0.00518 -0.28132 -0.22410
C4 -0.91009 -0.84928 0.78285
C5 -2.39860 -0.56980 0.45915
C6 -2.98436 0.70545 1.04394
H1 3.84426 0.44674 -0.03146
H2 3.81769 1.36887 -1.67195
H3 1.66009 0.36673 -2.03890
H4 1.94290 -0.85498 0.55736
H5 -0.39488 0.33892 -1.02558
H6 -0.65874 -0.43004 1.76346
H7 -0.81066 -1.92098 0.93509
H8 -2.95482 -1.45950 0.73651
H9 -2.46746 -0.50277 -0.62870
H10 -3.08713 0.60386 2.12588
H11 -2.39409 1.57942 0.78517
H12 -4.00676 0.84680 0.70339

Structure (SMILES): C=[NH+]/C=C/CCC
Highest occupied orbital energy (Eh): -0.52611
Net charge: +1



Model S:
# C6H12N

2 unconnected molecules or ions with the total composition C6H12N (the ωB97M-V functional and the def2-TZVPD basis, OMol25).

Cartesian coordinates (Å):
C1 0.94846 2.28501 0.01395
C2 1.29460 1.85696 1.46602
C3 0.69851 0.97692 0.26414
C4 -2.25232 -1.11500 -0.45620
C5 0.97975 -1.67135 0.21296
C6 -1.98139 0.15649 -0.59425
N1 0.71076 -0.36967 -0.44097
H1 0.92911 2.84834 -0.87080
H2 2.30354 1.82577 1.63154
H3 -2.29427 -1.76482 -1.36029
H4 0.81853 2.05521 2.37093
H5 -2.50092 -1.71369 0.38996
H6 -0.03772 -2.13707 0.53928
H7 1.43759 -2.31244 -0.56645
H8 1.72284 -1.58193 1.03496
H9 -1.99235 0.51655 -1.69823
H10 -2.13925 0.82351 0.12367
H11 -0.16075 -0.44909 -0.97010
H12 1.51526 -0.22970 -1.09014

Highest occupied orbital energy (Eh): -0.51963
Net charge: +1



Name the least stable of them. model S.